(1)
{"formula": "C12H18ClN3O6PS4Zn", "method": "ωB97M-V/def2-TZVPD", "elements": ["Zn", "C", "S", "C", "S", "N", "N", "C", "C", "C", "C", "C", "C", "N", "H", "H", "H", "H", "H", "H", "H", "H", "C", "C", "O", "P", "S", "S", "O", "C", "C", "H", "H", "H", "H", "H", "H", "H", "H", "H", "H", "O", "Cl", "O", "O", "O"], "positions_angstrom": [[0.47424, 0.29701, 0.77130], [3.65647, 4.78270, 1.29111], [3.62779, 3.82689, -0.23890], [2.68492, 2.39911, 0.29854], [1.17426, 2.63632, 1.12342], [3.24757, 1.27784, -0.01840], [2.46638, 0.19405, 0.26808], [3.06927, -0.97849, 0.33439], [2.28288, -2.11127, 0.61667], [2.84216, -3.39780, 0.84061], [2.02542, -4.45232, 1.13092], [0.62867, -4.24553, 1.19805], [0.15202, -2.96717, 0.98746], [0.92324, -1.91278, 0.71479], [4.06122, 5.76616, 1.04858], [4.28837, 4.29923, 2.03639], [2.64287, 4.88180, 1.67559], [4.14504, -1.05296, 0.20356], [3.91909, -3.51362, 0.78846], [2.44738, -5.43480, 1.31509], [-0.05773, -5.05187, 1.41682], [-0.91466, -2.76846, 1.02953], [-4.01242, -3.68528, 3.74278], [-4.41117, -2.22286, 3.76312], [-3.26621, -1.39000, 3.67946], [-2.81113, -0.71792, 2.24885], [-0.98558, -0.06745, 2.76466], [-3.24293, -1.85751, 0.73888], [-3.81977, 0.54192, 2.14466], [-3.61374, 1.77684, 2.82578], [-4.95758, 2.26183, 3.32807], [-4.88127, -4.31801, 3.94926], [-3.24296, -3.87453, 4.49337], [-3.61104, -3.94044, 2.76182], [-4.90254, -1.97472, 4.70772], [-5.10160, -2.00498, 2.94430], [-3.17261, 2.47904, 2.11642], [-2.91172, 1.65016, 3.65052], [-5.62673, 2.49265, 2.49738], [-4.82822, 3.16304, 3.93365], [-5.42601, 1.49080, 3.94269], [-2.47254, 0.69782, -2.30264], [-1.49771, 1.34428, -1.46127], [-0.37396, 0.38090, -1.25296], [-0.97868, 2.52441, -2.10334], [-2.05287, 1.66504, -0.16503]], "forces_ev_per_angstrom": [[-0.16, -0.12, -0.31], [-0.04, 0.00, -0.03], [-0.01, -0.09, 0.03], [0.11, 0.11, 0.09], [-0.03, -0.11, -0.07], [-0.24, -0.03, 0.12], [0.17, 0.04, -0.04], [-0.02, -0.12, -0.02], [0.01, 0.05, -0.02], [-0.04, 0.01, -0.05], [-0.05, 0.00, 0.01], [0.12, -0.04, -0.03], [-0.07, 0.12, -0.02], [0.19, -0.04, 0.08], [0.00, 0.00, 0.02], [-0.01, 0.02, 0.02], [0.02, 0.03, 0.01], [0.00, -0.01, 0.00], [0.00, 0.00, -0.01], [0.00, -0.01, -0.01], [-0.01, 0.01, 0.00], [0.13, 0.01, 0.05], [0.01, -0.03, -0.05], [-0.08, -0.01, -0.05], [0.20, 0.07, -0.11], [-0.23, 0.32, 0.39], [0.14, -0.07, -0.29], [0.01, -0.09, -0.09], [-0.02, -0.05, -0.02], [0.00, -0.03, -0.01], [-0.02, 0.05, 0.01], [0.02, -0.01, 0.01], [-0.04, -0.01, 0.03], [0.00, 0.01, 0.04], [-0.03, 0.04, 0.02], [-0.02, -0.01, 0.00], [0.04, 0.00, 0.00], [0.00, -0.04, 0.02], [0.01, -0.03, 0.00], [-0.02, 0.00, -0.03], [0.00, 0.02, 0.03], [0.17, 0.24, 0.18], [0.24, -0.29, 0.07], [-0.38, 0.40, 0.37], [-0.17, -0.27, 0.12], [0.09, -0.04, -0.43]], "nbo_charge": [1.58, -0.75, 0.19, -0.10, -0.50, -0.37, -0.53, -0.05, 0.09, -0.25, -0.21, -0.37, 0.08, -0.61, 0.20, 0.20, 0.24, 0.17, 0.19, 0.18, 0.20, 0.23, -0.63, -0.06, -0.84, 1.65, -0.76, -0.66, -0.84, -0.07, -0.62, 0.18, 0.20, 0.24, 0.16, 0.19, 0.20, 0.19, 0.20, 0.19, 0.20, -0.85, 2.53, -0.94, -0.84, -0.85], "total_charge": -2, "lumo_energy_ev": [4.60, 4.59], "energy_ha": -5257.346868, "homo_ev": [0.01, -2.02], "spin_multiplicity": 2}

***

(2)
{"formula": "C4H8N2OS", "method": "ωB97M-V/def2-TZVPD", "elements": ["C", "C", "C", "C", "N", "N", "O", "S", "H", "H", "H", "H", "H", "H", "H", "H"], "positions_angstrom": [[1.59346, -0.47917, -0.56325], [0.49082, -0.06821, 1.69334], [-0.33256, 0.42949, 0.51690], [-1.62002, -0.41451, 0.23378], [0.64066, 0.56264, -0.48830], [0.45319, 1.14240, -1.79159], [2.07503, -0.86188, -1.57884], [1.67394, -1.29533, 0.93037], [1.07430, 0.70125, 2.18197], [-0.24442, -0.62915, 2.46152], [-0.81062, 1.39213, 0.64345], [-1.45336, -1.30982, -0.51193], [-2.25648, 0.11925, -0.45551], [-2.19333, -0.60473, 1.18874], [1.22293, 0.67983, -2.20280], [-0.31351, 0.63580, -2.25784]], "forces_ev_per_angstrom": [[-2.80, 0.65, 0.95], [-1.66, -2.02, 1.48], [-1.68, 0.09, 0.42], [0.57, -1.69, -1.67], [1.94, -0.71, -1.91], [-1.82, 0.16, 1.07], [1.57, -0.18, -1.65], [-0.28, -0.11, 2.01], [-0.08, 0.13, 0.10], [2.01, 1.27, -1.62], [0.55, 0.69, 0.77], [0.06, 0.82, 2.27], [-0.43, 0.88, 0.22], [0.73, -0.19, -1.24], [1.41, 0.03, -1.52], [-0.09, 0.20, 0.32]], "nbo_charge": [0.47, -0.49, -0.08, -0.65, -0.31, -0.62, -0.60, 0.25, 0.23, 0.24, 0.22, 0.22, 0.22, 0.23, 0.37, 0.33], "smiles": "C[C@H]1CSC(=O)N1N", "relative_energy_kj_mol": 154.3, "lumo_energy_ev": 0.69, "energy_ha": -740.103236, "homo_ev": -8.89}

***

(3)
{"formula": "C17H32Br2O6", "method": "ωB97M-V/def2-TZVPD", "elements": ["C", "O", "C", "O", "O", "C", "Br", "C", "C", "Br", "H", "H", "H", "H", "H", "H", "H", "H", "C", "C", "C", "O", "C", "H", "H", "H", "H", "H", "H", "H", "H", "C", "C", "C", "O", "C", "H", "H", "H", "H", "H", "H", "H", "H", "C", "C", "C", "O", "C", "H", "H", "H", "H", "H", "H", "H", "H"], "positions_angstrom": [[0.86927, -0.27845, 1.21636], [-0.13697, -1.16474, 1.69956], [-0.99693, -1.58361, 0.76123], [-0.70605, -2.01910, -0.34408], [-2.24648, -1.47839, 1.25737], [-3.28454, -1.69242, 0.34387], [-3.63055, -3.57995, 0.05947], [-4.54201, -0.97687, 0.86043], [-4.21583, 0.33829, 1.53257], [-5.57138, -2.11054, 2.06586], [1.25922, -0.58535, 0.25627], [0.52711, 0.74319, 1.17382], [1.67727, -0.31059, 1.92700], [-3.02473, -1.25338, -0.60733], [-5.17454, -0.81205, 0.00505], [-3.32762, 0.79175, 1.11982], [-4.10829, 0.22686, 2.59763], [-5.04375, 1.01697, 1.38065], [-3.34270, -8.50987, -0.37191], [-4.61183, -8.43148, -1.21736], [-5.45654, -7.45291, -0.41270], [-4.54099, -6.56152, 0.22681], [-3.20792, -7.07342, 0.11389], [-2.46779, -8.85045, -0.92288], [-3.49676, -9.18308, 0.47426], [-4.38291, -8.01403, -2.20022], [-5.10392, -9.39188, -1.36181], [-6.03616, -7.97092, 0.35908], [-6.14369, -6.87373, -1.03010], [-2.65762, -6.46087, -0.60799], [-2.71313, -6.99273, 1.08170], [2.75806, 4.57977, 2.87623], [2.98360, 4.67955, 1.36850], [2.94775, 3.21714, 0.95373], [2.05810, 2.55938, 1.86825], [1.76590, 3.42841, 2.96648], [2.37999, 5.49613, 3.32642], [3.69087, 4.31288, 3.37791], [2.16118, 5.22275, 0.89857], [3.91413, 5.17120, 1.09506], [3.93695, 2.75404, 1.04155], [2.59090, 3.07671, -0.06379], [0.73488, 3.78497, 2.86523], [1.84682, 2.86728, 3.89794], [5.79292, 5.36018, -2.91664], [4.70324, 5.19410, -3.97222], [3.73838, 4.24795, -3.27146], [3.83959, 4.53066, -1.87167], [4.97747, 5.36383, -1.63136], [6.38979, 6.26222, -3.03842], [6.46611, 4.50058, -2.93408], [4.21846, 6.15342, -4.16524], [5.06546, 4.79964, -4.91974], [4.01641, 3.20175, -3.43690], [2.70412, 4.38472, -3.58750], [4.62623, 6.37246, -1.38662], [5.53144, 4.97356, -0.77658]], "forces_ev_per_angstrom": [[0.80, -0.10, 0.03], [-0.77, 0.01, -0.28], [0.72, -0.84, -1.31], [-0.65, 1.08, 1.75], [0.43, -0.16, 0.09], [-0.69, -0.17, 0.25], [0.38, -0.02, -0.44], [0.50, -0.47, 0.17], [-0.53, 0.21, -0.08], [-0.32, 0.42, 0.30], [-0.09, -0.20, -0.29], [-0.38, 0.24, -0.01], [0.20, -0.03, 0.30], [0.19, -0.08, -0.36], [-0.29, -0.12, -0.26], [0.31, 0.12, -0.15], [0.34, -0.13, 0.33], [-0.22, 0.24, -0.03], [-0.05, -0.04, 0.06], [0.05, 0.04, -0.06], [-0.01, -0.02, 0.08], [0.09, -0.06, -0.04], [-0.02, 0.03, -0.08], [0.01, 0.01, -0.02], [0.01, 0.00, 0.00], [0.00, 0.00, 0.00], [0.00, -0.02, 0.02], [-0.02, -0.02, -0.03], [0.00, 0.04, 0.02], [0.04, -0.03, 0.01], [-0.03, 0.04, 0.03], [0.09, -0.03, -0.01], [-0.15, 0.01, 0.05], [0.06, -0.10, 0.03], [0.05, 0.12, 0.02], [-0.06, 0.01, -0.08], [-0.02, 0.01, -0.01], [0.00, 0.00, 0.01], [0.01, 0.01, -0.02], [0.03, 0.00, 0.01], [0.02, 0.04, -0.03], [-0.02, -0.03, 0.00], [0.01, 0.03, 0.04], [0.00, -0.05, -0.01], [0.03, -0.09, -0.01], [-0.04, 0.09, 0.02], [0.03, -0.09, 0.03], [0.08, 0.05, -0.06], [-0.08, 0.06, -0.01], [-0.01, 0.02, 0.00], [0.00, 0.00, 0.01], [-0.01, 0.00, 0.00], [0.02, -0.02, 0.00], [0.00, 0.01, -0.04], [-0.03, 0.00, 0.04], [0.05, 0.01, 0.01], [-0.03, -0.03, 0.02]], "nbo_charge": [-0.26, -0.51, 0.99, -0.61, -0.51, 0.02, 0.05, -0.26, -0.63, 0.00, 0.20, 0.20, 0.20, 0.22, 0.23, 0.22, 0.23, 0.22, -0.43, -0.43, -0.06, -0.54, -0.07, 0.22, 0.20, 0.20, 0.22, 0.16, 0.18, 0.17, 0.19, -0.43, -0.43, -0.07, -0.55, -0.07, 0.22, 0.20, 0.20, 0.22, 0.16, 0.20, 0.16, 0.18, -0.43, -0.43, -0.07, -0.55, -0.07, 0.22, 0.20, 0.20, 0.22, 0.17, 0.19, 0.17, 0.18], "lumo_energy_ev": 0.71, "energy_ha": -6266.366186, "homo_ev": -9.18}

***

(4)
{"formula": "C2H6O5Si", "method": "ωB97M-V/def2-TZVPD", "elements": ["C", "C", "O", "O", "O", "O", "O", "Si", "H", "H", "H", "H", "H", "H"], "positions_angstrom": [[-1.18714, 0.35346, 0.04668], [-2.49503, -0.32430, -0.26847], [-1.02986, 1.57222, 0.03016], [2.02951, -1.01127, -0.85725], [2.52625, -0.41724, 1.56411], [1.57614, 1.64451, 0.04170], [-0.28046, -0.38586, 0.55007], [1.68584, 0.09211, 0.31052], [-2.58980, -0.24961, -1.42758], [-2.30828, -1.40176, 0.10290], [-3.28468, 0.20156, 0.15558], [1.46746, -0.94347, -1.58151], [3.13085, -1.17412, 1.29749], [0.75919, 2.04376, 0.03559]], "forces_ev_per_angstrom": [[-4.15, -5.46, -2.75], [2.50, -0.90, -2.28], [0.46, 7.04, 0.54], [1.65, 0.83, 2.02], [1.61, -1.12, 0.05], [3.77, -0.77, -0.08], [7.22, -1.51, 2.55], [-4.21, -2.55, -0.28], [-0.47, -0.67, 1.70], [-0.74, 1.74, -0.69], [-1.92, 0.52, 0.94], [-1.52, -0.05, -2.23], [-1.15, 1.29, 0.69], [-3.05, 1.62, -0.16]], "nbo_charge": [0.36, -0.65, -0.26, -1.09, -1.10, -1.09, -0.78, 2.42, 0.20, 0.25, 0.20, 0.50, 0.52, 0.52], "lumo_energy_ev": [0.27, -2.78], "energy_ha": -745.476791, "homo_ev": [-4.49, -10.84], "spin_multiplicity": 3}

***

(5)
{"formula": "C5H5FN", "method": "ωB97M-V/def2-TZVPD", "elements": ["C", "C", "C", "C", "C", "N", "F", "H", "H", "H", "H", "H"], "positions_angstrom": [[1.09002, -0.90086, 0.02827], [0.37367, 0.30612, -0.67043], [0.42277, -0.09936, 0.79025], [-1.20830, -0.12052, -2.54661], [-0.10966, 0.35682, 1.97419], [-0.54059, 0.05618, -1.63114], [-2.06571, -0.27743, -3.36219], [1.78700, -1.61718, -0.30518], [1.07117, 1.00557, -1.18873], [0.37934, -0.24931, 2.84728], [-1.20530, 0.17267, 2.09034], [0.00559, 1.36731, 1.97396]], "forces_ev_per_angstrom": [[-1.39, 2.05, -0.27], [4.60, 0.09, 0.62], [0.61, -2.03, -3.90], [2.43, 0.51, 3.64], [-1.46, -3.05, 4.41], [-3.19, -1.16, -2.36], [-2.15, -0.40, -2.56], [0.49, -0.72, 0.10], [-0.42, 0.07, 1.21], [-0.75, 1.62, -1.34], [0.70, -0.01, -0.38], [0.53, 3.02, 0.84]], "nbo_charge": [-0.11, -0.21, 0.13, 0.94, -0.68, -0.23, -0.13, 0.27, 0.23, 0.27, 0.27, 0.25], "total_charge": 1, "smiles": "CC1=C[C@H]1[N+]#CF", "relative_energy_kj_mol": 559.0, "lumo_energy_ev": -4.32, "energy_ha": -347.682951, "homo_ev": -14.68}